[1]
C7H15N3P | ωB97M-V/def2-TZVPD

The geometry in XYZ format:
```
26
Properties=species:S:1:pos:R:3:mulliken_charge:R:1
C -0.38 -1.04 1.97 -0.7358
C -0.23 -1.74 -0.35 -1.0290
C 1.33 0.03 0.67 -0.6756
C -2.18 -0.51 0.44 -0.6053
C -0.54 1.34 1.72 -0.6422
C 0.00 0.43 -1.50 -0.2604
C 0.70 1.61 -2.11 -1.0735
N -1.03 -1.34 0.76 0.2386
N 0.36 0.19 1.69 0.0635
N 0.67 -0.52 -0.73 0.0584
P -1.87 1.30 0.50 0.0524
H -1.11 -1.03 2.89 0.2885
H 0.43 -1.76 2.04 0.3517
H 0.37 -2.59 -0.25 0.3764
H -0.83 -1.97 -1.15 0.5085
H 1.67 1.04 0.23 0.3445
H 2.02 -0.75 0.89 0.4304
H -2.49 -0.70 -0.66 0.3061
H -3.07 -0.92 1.09 0.4104
H -0.91 1.47 2.68 0.5039
H 0.05 2.28 1.53 0.3924
H -0.89 0.06 -1.98 0.3549
H 1.73 1.46 -1.96 0.3743
H 0.34 2.51 -1.48 0.2054
H 0.45 1.63 -3.20 0.3643
H 1.44 -0.85 -1.39 0.3971
```

Summary:
Lowest unoccupied orbital energy (alpha / beta) (eV): -4.2 / -4.2
Energy above the lowest of the compared OMol25 structures with the same formula, charge and spin (kJ/mol): 272.63
Multiplicity: 1
HOMO level (alpha / beta) (eV): -11.71 / -12.22
Net charge: +1
Energy (eV): -21250.293
Orbital gap (alpha / beta) (eV): 7.56 / 7.99



[2]
C2H6N6 | ωB97M-V/def2-TZVPD

The geometry in XYZ format:
```
14
Properties=species:S:1:pos:R:3:mulliken_charge:R:1
C -1.91 -0.09 0.46 -0.8461
C 0.94 0.66 -0.23 0.3919
H -3.02 -0.27 0.37 0.3240
H -1.53 -0.60 1.36 0.3069
H -1.77 0.95 0.63 0.3291
H -1.51 -1.40 -0.98 0.3206
H 3.09 0.41 0.23 0.2295
H 1.44 2.46 -0.18 0.2120
N -1.25 -0.45 -0.80 -0.5983
N 0.09 -0.50 -0.48 0.6043
N 0.72 -1.68 -0.22 -0.2661
N 1.93 -1.40 0.11 -0.3695
N 2.15 0.01 0.02 0.0074
N 0.63 1.90 -0.29 -0.6457
```

Summary:
Lowest unoccupied orbital energy (eV): 0.9
Energy above the lowest of the compared OMol25 structures with the same formula, charge and spin (kJ/mol): 154.87
Multiplicity: 1
HOMO level (eV): -8.56
Energy (eV): -11108.693
Orbital gap (eV): 9.46
SMILES: [H]/N=c1\[nH]nnn1NC



[3]
C6H13N | ωB97M-V/def2-TZVPD

The geometry in XYZ format:
```
20
Properties=species:S:1:pos:R:3:mulliken_charge:R:1
C -1.86 0.02 -0.73 -0.7473
C -0.90 1.11 -0.27 -0.3560
C 0.15 0.63 0.78 -1.0525
C 1.31 -1.56 0.59 -0.9546
C 1.20 -0.28 0.20 0.8302
C 2.22 0.41 -0.67 -1.3275
N -2.39 -0.93 0.30 -0.7006
H -2.71 0.45 -1.26 0.3849
H -1.40 -0.59 -1.51 0.3512
H -0.37 1.44 -1.18 0.2960
H -1.37 1.93 0.28 0.2925
H -0.38 0.10 1.58 0.4220
H 0.54 1.50 1.33 0.3657
H 0.89 -1.90 1.52 0.3404
H 1.73 -2.28 -0.12 0.2505
H 1.98 1.45 -0.91 0.3267
H 2.39 -0.19 -1.56 0.3445
H 3.17 0.45 -0.12 0.3175
H -1.58 -1.42 0.67 0.3399
H -2.62 -0.32 1.09 0.2764
```

Summary:
Lowest unoccupied orbital energy (eV): 0.9
Energy above the lowest of the compared OMol25 structures with the same formula, charge and spin (kJ/mol): 110.60
Multiplicity: 1
HOMO level (eV): -8.98
Energy (eV): -7921.687
Orbital gap (eV): 9.91
SMILES: C=C(C)CCCN



[4]
C11H16N2O | ωB97M-V/def2-TZVPD

The geometry in XYZ format:
```
30
Properties=species:S:1:pos:R:3:lowdin_spin:R:1
C -2.72 2.68 -0.45 0.0126
C -1.44 3.12 -0.20 0.0010
C -3.05 1.34 -0.44 0.0006
C -0.44 2.24 -0.13 0.0306
C -2.00 0.44 -0.62 0.0331
C -0.72 0.89 -0.39 0.0722
C 0.41 -0.06 -0.41 0.6246
C -0.25 -0.89 1.87 0.0046
C 0.56 -2.56 0.19 0.0393
C 2.17 -1.00 1.20 0.0301
C 0.72 -1.10 0.60 0.0783
N 2.37 -0.67 -1.84 0.0716
N 1.29 0.25 -1.63 0.4983
O 1.24 1.20 -2.40 0.4673
H -3.54 3.51 -0.44 0.0006
H -1.35 4.21 -0.14 0.0004
H -3.97 0.99 -0.46 -0.0002
H 0.55 2.56 0.08 0.0019
H -2.27 -0.52 -0.78 0.0027
H -0.08 -1.64 2.54 0.0001
H -0.14 0.04 2.43 0.0000
H -1.25 -0.75 1.43 0.0007
H 1.40 -3.02 -0.50 0.0009
H 0.59 -3.19 1.20 0.0048
H -0.38 -2.72 -0.48 0.0011
H 2.60 -2.00 1.32 0.0031
H 2.13 -0.49 2.11 0.0013
H 2.63 -0.43 0.51 0.0028
H 2.59 -0.92 -2.79 0.0121
H 2.36 -1.53 -1.35 0.0036
```

Summary:
Lowest unoccupied orbital energy (alpha / beta) (eV): 0.7 / -0.7
Energy above the lowest of the compared OMol25 structures with the same formula, charge and spin (kJ/mol): 202.48
Multiplicity: 3
HOMO level (alpha / beta) (eV): -6.10 / -9.31
Energy (eV): -16687.012
Orbital gap (alpha / beta) (eV): 6.80 / 8.63
⟨S²⟩: 2.008



[5]
C33H47INO20P | ωB97M-V/def2-TZVPD

The geometry in XYZ format:
```
103
Properties=species:S:1:pos:R:3:mulliken_charge:R:1
C 4.44 1.71 2.32 -0.9463
C 4.24 0.65 1.13 -0.2341
I 6.20 -0.22 0.57 0.0152
C 3.18 -0.52 1.49 -0.7637
C 1.72 -0.18 0.91 0.3096
C 1.41 -0.13 -0.47 -0.3752
C -0.11 0.24 -0.84 0.1192
O -0.76 -0.36 -1.73 -0.5396
C -0.75 1.41 0.06 0.3140
P -1.84 2.80 -0.66 0.4519
N -2.16 3.80 0.57 -0.8054
C -0.44 1.35 1.44 -0.5314
C 0.53 0.16 1.94 0.3292
O 0.39 -0.42 3.04 -0.5558
H 5.52 2.10 2.39 0.2847
H 3.75 2.59 2.08 0.2602
H 4.18 1.26 3.34 0.2742
H 3.79 1.20 0.22 0.3627
H 3.07 -0.52 2.63 0.2642
H 3.54 -1.56 1.19 0.4739
H 2.20 -0.33 -1.27 0.3795
H -3.06 2.31 -1.24 0.0650
H -1.08 3.56 -1.63 0.1270
H -1.76 4.74 0.33 0.2277
H -0.87 2.13 2.16 0.4627
C -6.94 -0.10 -4.81 -1.4258
C -5.66 0.70 -4.72 0.7657
C -4.86 0.47 -3.47 -0.4763
O -4.14 1.69 -3.33 -0.2767
C -4.91 2.66 -3.91 0.5559
O -4.70 3.83 -3.82 -0.5454
O -5.93 2.11 -4.62 -0.3846
H -7.80 0.53 -5.04 0.4072
H -6.85 -0.86 -5.59 0.3331
H -7.16 -0.64 -3.88 0.2846
H -5.05 0.55 -5.62 0.2514
H -4.17 -0.37 -3.57 0.1830
H -5.47 0.33 -2.58 0.3585
C 10.83 3.27 -2.36 -1.4123
C 9.81 3.27 -1.23 0.7023
C 9.29 1.91 -0.85 -0.6385
O 8.01 2.22 -0.31 -0.1264
C 7.59 3.37 -0.92 0.5204
O 6.48 3.82 -0.85 -0.5771
O 8.61 3.94 -1.63 -0.3773
H 10.56 3.98 -3.14 0.3358
H 11.81 3.54 -1.97 0.3321
H 10.93 2.28 -2.82 0.3753
H 10.21 3.80 -0.37 0.2212
H 9.91 1.42 -0.11 0.3010
H 9.15 1.24 -1.71 0.3718
C -5.77 -4.28 -1.60 -0.9722
C -6.14 -4.43 -3.06 0.6097
C -5.03 -4.12 -4.03 -0.4561
O -5.75 -3.72 -5.20 -0.3298
C -6.93 -3.21 -4.77 0.5954
O -7.70 -2.60 -5.45 -0.5703
O -7.12 -3.46 -3.44 -0.3617
H -6.49 -3.65 -1.06 0.3666
H -5.74 -5.25 -1.11 -0.1187
H -4.78 -3.83 -1.47 0.3517
H -6.57 -5.42 -3.24 0.3323
H -4.41 -4.99 -4.24 0.3166
H -4.39 -3.29 -3.72 0.1929
C 6.63 8.74 -1.12 -1.3314
C 7.32 7.71 -0.24 0.7252
C 7.77 8.22 1.10 -0.5985
O 8.85 7.34 1.40 -0.3134
C 9.37 6.93 0.21 0.6193
O 10.40 6.34 0.09 -0.5766
O 8.56 7.29 -0.82 -0.3556
H 7.07 8.77 -2.12 0.3382
H 5.57 8.51 -1.22 0.3458
H 6.69 9.75 -0.69 0.3367
H 6.69 6.82 -0.14 0.1463
H 6.99 8.14 1.86 0.3104
H 8.15 9.24 1.07 0.3493
C -1.69 -1.28 6.09 -1.0641
C -2.31 -2.58 5.61 0.5401
C -1.95 -2.96 4.20 -0.4443
O -3.06 -3.76 3.81 -0.2559
C -4.13 -3.32 4.53 0.5583
O -5.27 -3.64 4.33 -0.5305
O -3.74 -2.47 5.52 -0.3844
H -2.45 -0.61 6.52 0.3249
H -0.94 -1.48 6.86 0.3077
H -1.18 -0.74 5.29 0.1524
H -2.09 -3.39 6.31 0.2652
H -1.02 -3.53 4.14 0.2754
H -1.88 -2.11 3.52 0.2599
C -5.34 -7.63 3.86 -1.2876
C -5.53 -7.09 2.45 0.8453
C -6.96 -7.07 1.98 -0.6628
O -6.80 -7.16 0.56 -0.3243
C -5.63 -7.82 0.33 0.5917
O -5.28 -8.23 -0.73 -0.5561
O -4.92 -7.95 1.48 -0.3917
H -4.56 -8.40 3.89 0.3464
H -5.04 -6.82 4.53 0.2218
H -6.26 -8.05 4.27 0.3482
H -5.07 -6.10 2.36 0.2133
H -7.48 -6.16 2.26 0.3139
H -7.54 -7.94 2.31 0.3566
```

Summary:
Lowest unoccupied orbital energy (eV): -1.6
Multiplicity: 1
HOMO level (eV): -8.72
Energy (eV): -94808.844
Orbital gap (eV): 7.07
SMILES: C[C@@H](I)CC1=CC(=O)C([PH2]=N)=CC1=O.C[C@@H]1COC(=O)O1.C[C@@H]1COC(=O)O1.C[C@@H]1COC(=O)O1.C[C@@H]1COC(=O)O1.C[C@@H]1COC(=O)O1.C[C@@H]1COC(=O)O1



[6]
CH9N2O2 | ωB97M-V/def2-TZVPD

The geometry in XYZ format:
```
14
Properties=species:S:1:pos:R:3:mulliken_charge:R:1
N -1.28 -0.76 0.46 -0.1991
C -1.39 -0.61 -0.82 0.1283
N -0.39 -0.15 -1.58 -0.2792
H -0.42 -0.49 0.93 0.2631
H -1.90 -1.37 0.98 0.2803
H -2.40 -0.74 -1.21 0.3656
H -0.09 -0.57 -2.44 0.2422
H 0.03 0.74 -1.31 0.2675
H 0.71 2.38 0.48 0.3035
H 1.51 2.78 -0.76 0.3060
O 0.91 2.10 -0.42 -0.6545
H 1.56 -1.74 1.44 0.3127
H 1.83 -0.73 2.53 0.3127
O 1.32 -0.85 1.72 -0.6490
```

Summary:
Lowest unoccupied orbital energy (eV): -4.2
Energy above the lowest of the compared OMol25 structures with the same formula, charge and spin (kJ/mol): 120.20
Multiplicity: 1
HOMO level (eV): -15.05
Net charge: +1
Energy (eV): -8251.820
Orbital gap (eV): 10.86



[7]
C2H8N3 | ωB97M-V/def2-TZVPD

The geometry in XYZ format:
```
13
Properties=species:S:1:pos:R:3:mulliken_charge:R:1
C 3.03 0.14 -0.28 -0.1520
C -2.71 0.03 0.01 -0.6404
N 2.20 -0.59 0.27 -0.4438
N -0.51 -0.87 -0.28 -0.4838
N -1.29 0.03 0.00 0.3986
H 2.60 1.12 -0.50 0.1810
H -3.12 0.42 1.05 0.3050
H -3.20 0.64 -0.90 0.3008
H -3.02 -1.08 -0.11 0.2937
H 0.64 -0.55 0.10 0.4218
H 4.03 -0.04 -0.51 0.2981
H 2.48 -1.55 0.35 0.2282
H -0.82 0.90 0.21 0.2928
```

Summary:
Lowest unoccupied orbital energy (eV): -5.1
Energy above the lowest of the compared OMol25 structures with the same formula, charge and spin (kJ/mol): 457.37
Multiplicity: 1
HOMO level (eV): -14.91
Net charge: +1
Energy (eV): -6663.889
Orbital gap (eV): 9.82



[8]
C7H6ClN4 | ωB97M-V/def2-TZVPD

The geometry in XYZ format:
```
18
Properties=species:S:1:pos:R:3:mulliken_charge:R:1
C -2.77 -0.07 0.06 0.4065
C 1.08 -0.79 0.17 -0.3507
C 0.50 -0.26 1.41 -0.1059
C 0.60 -0.41 -1.01 -0.2326
C -0.52 0.64 1.51 -0.7340
C -0.36 0.67 -1.06 -1.0150
C -1.15 1.05 0.20 0.8448
N -3.39 -0.60 1.10 -0.3741
N -3.24 -0.34 -1.13 -0.2829
N -4.36 -1.30 0.46 -0.3747
N -4.29 -1.20 -0.81 -0.4263
Cl -1.61 2.78 0.16 -0.2442
H 1.97 -1.43 0.25 0.3084
H 1.01 -0.48 2.49 0.1259
H 0.97 -0.83 -2.00 0.2611
H -0.86 0.97 2.43 0.4468
H 0.20 1.54 -1.15 0.4695
H -0.98 0.63 -2.04 0.2776
```

Summary:
Lowest unoccupied orbital energy (eV): 3.4
Energy above the lowest of the compared OMol25 structures with the same formula, charge and spin (kJ/mol): 238.75
Multiplicity: 1
HOMO level (eV): -5.00
Net charge: -1
Energy (eV): -25836.632
Orbital gap (eV): 8.37